{"formula": "C3H9NO3", "method": "ωB97M-V with the def2-TZVPD basis set", "multiplicity": 1, "gap_ev": 10.2, "fmax_ha_per_bohr": 0.0243, "relative_energy_kcal_mol": 25.61, "energy_ha": -400.18067, "homo_ev": -9.75, "smiles": "CC(=O)NCO.O", "e_lumo_ev": 0.45, "symbols": ["O", "O", "O", "N", "C", "C", "C", "H", "H", "H", "H", "H", "H", "H", "H", "H"], "coordinates": [[-0.2037, -0.3879, 2.8094], [3.0585, -0.5416, -0.3773], [-3.8914, -0.2806, -1.8639], [1.3999, -0.3090, 1.1079], [1.9150, -0.2206, -0.1533], [1.0186, 0.2603, -1.2898], [0.0806, 0.1039, 1.5286], [0.1707, 0.8182, -0.9189], [-4.3709, -0.0668, -2.6733], [1.6940, 0.7661, -1.9670], [0.1595, 0.2230, 3.4590], [0.6649, -0.6427, -1.7779], [-0.6596, -0.3213, 0.8488], [2.0368, -0.6832, 1.7937], [-3.0216, 0.0911, -2.0460], [-0.0513, 1.1911, 1.5201]], "atomic_forces_ev_per_a": [[0.12, -0.05, 0.08], [0.64, -0.20, -0.11], [0.10, 0.20, -0.34], [0.12, 0.18, -0.35], [-0.39, 0.10, 0.05], [0.50, -0.72, 0.89], [-0.47, -0.06, -0.02], [-0.10, 0.45, -0.31], [-0.16, -0.13, 0.15], [-0.30, 0.39, -0.17], [-0.04, -0.06, 0.01], [-0.18, -0.10, -0.18], [-0.06, -0.03, 0.10], [-0.08, 0.04, 0.12], [0.07, -0.07, 0.19], [0.21, 0.07, -0.10]]}